This record from the Open Molecules 2025 dataset describes a structure of composition C30H20BrCl2N3O3Pd in a non-equilibrium geometry. The level of theory is the ωB97M-V functional and the def2-TZVPD basis.

The spin multiplicity is 3. The lowest unoccupied orbital energy (alpha / beta) comes out at -0.6 / -3.0 eV.

```
60
Properties=species:S:1:pos:R:3:forces:R:3:mulliken_spin:R:1
Pd -0.061 -0.019 -0.124 -0.3 -0.4 0.5 0.01
Br 5.831 4.502 -0.389 -0.4 -0.4 0.1 0.04
C 4.567 3.093 -0.217 0.6 0.1 0.0 0.19
C 5.022 1.793 0.002 0.3 -0.3 0.0 0.07
C 4.106 0.769 0.020 0.3 0.0 0.0 0.10
C 2.715 0.989 -0.124 -0.2 -0.5 -0.2 0.23
O 1.933 -0.024 -0.230 0.8 0.4 0.3 0.36
C 2.256 2.358 -0.218 0.0 0.7 -0.1 0.03
C 0.897 2.744 -0.251 0.1 0.8 -0.1 0.41
N -0.153 1.936 -0.185 -0.5 -0.1 0.0 0.17
C -1.446 2.390 -0.168 -0.2 0.6 0.1 -0.12
C -1.866 3.734 -0.171 0.8 -0.6 0.0 0.21
C -3.212 4.048 -0.136 -0.9 -0.3 0.0 -0.08
C -4.189 3.068 -0.100 0.2 0.7 0.0 0.20
C -3.828 1.713 -0.084 0.3 -0.4 0.0 -0.04
C -4.757 0.652 -0.038 0.6 -0.3 0.0 0.05
C -4.294 -0.647 -0.027 -0.5 0.6 0.0 -0.04
C -2.930 -0.895 -0.051 1.0 0.2 0.0 0.05
N -2.030 0.093 -0.085 -0.9 -0.6 0.0 -0.03
C -2.448 1.378 -0.111 -0.5 0.4 0.0 0.03
C 3.226 3.373 -0.321 -0.9 -0.1 0.0 0.06
H 6.073 1.598 0.139 0.1 0.0 -0.1 0.01
H 4.432 -0.250 0.150 0.0 -0.2 0.0 0.00
H 0.724 3.813 -0.332 0.0 -0.1 0.0 0.05
H -1.145 4.534 -0.198 0.1 0.0 0.0 0.02
H -3.505 5.088 -0.142 0.0 0.1 0.0 0.00
H -5.233 3.334 -0.086 -0.2 0.1 0.0 0.01
H -5.814 0.867 -0.007 -0.1 0.0 0.0 0.00
H -4.980 -1.478 0.008 0.0 -0.1 0.0 0.00
H -2.543 -1.906 -0.047 0.1 0.1 0.0 0.01
H 2.904 4.391 -0.473 -0.1 0.1 0.0 0.01
Cl 0.609 -5.845 -4.094 -0.1 -0.1 -0.1 0.00
C 0.420 -4.186 -4.544 0.0 0.3 0.0 0.00
C 0.148 -3.864 -5.862 0.0 -0.1 0.0 0.00
C -0.067 -2.545 -6.223 0.0 0.0 0.1 0.00
C -0.018 -1.550 -5.264 0.0 0.0 0.1 0.00
C 0.270 -1.874 -3.950 0.1 -0.2 -0.2 0.00
Cl 0.353 -0.595 -2.770 0.1 -0.3 -1.0 0.01
C 0.507 -3.199 -3.550 0.0 0.0 -0.1 0.00
N 0.722 -3.513 -2.217 -0.9 0.2 0.3 0.00
C 1.880 -4.046 -1.694 0.8 -0.2 0.2 0.00
C 2.972 -4.323 -2.524 -0.2 0.2 0.1 0.00
C 4.142 -4.837 -2.009 0.0 -0.1 0.3 0.00
C 4.252 -5.073 -0.647 0.2 0.0 -0.1 0.00
C 3.186 -4.781 0.186 0.0 0.0 -0.2 0.00
C 1.987 -4.284 -0.304 0.2 -0.1 -0.3 0.00
C 0.862 -4.039 0.662 -0.3 0.6 0.1 0.00
C 0.548 -2.537 0.810 0.4 -1.0 1.1 -0.01
O 0.937 -1.866 1.748 0.3 -0.2 0.2 0.00
O -0.183 -2.070 -0.134 -0.5 0.9 -0.7 0.00
H 0.083 -4.653 -6.594 0.0 -0.1 -0.1 0.00
H -0.287 -2.294 -7.248 0.0 0.0 -0.1 0.00
H -0.192 -0.520 -5.520 0.0 0.2 -0.1 0.00
H 0.192 -2.943 -1.546 0.2 -0.1 -0.3 0.00
H 2.894 -4.103 -3.578 0.0 0.0 -0.1 0.00
H 4.969 -5.041 -2.669 0.1 0.0 -0.1 0.00
H 5.164 -5.477 -0.236 0.1 0.0 0.1 0.00
H 3.282 -4.947 1.250 0.0 0.0 0.1 0.00
H 1.128 -4.418 1.649 0.0 0.0 -0.1 0.00
H -0.051 -4.531 0.313 0.0 0.0 0.0 0.00
```
Forces are in eV/Å.

This record from the Open Molecules 2025 dataset describes the molecule C3H9NO in a non-equilibrium geometry. The level of theory is the ωB97M-V functional and the def2-TZVPD basis.

The energy relative to the best compared isomer or geometry (same formula, charge and spin) comes out at 237.1 kJ/mol. Its SMILES is NCCCO. The lowest unoccupied orbital energy comes out at 1.0 eV.

```
14
Properties=species:S:1:pos:R:3:forces:R:3:lowdin_charge:R:1
N 0.876 -1.543 1.263 1.4 1.3 -2.3 0.01
C 0.576 -1.094 -0.062 2.3 -2.3 -3.3 -0.34
C -0.760 -0.380 -0.230 0.1 2.3 1.6 -0.16
C -0.448 1.175 0.062 -4.1 -2.4 -1.8 -0.29
O -0.323 1.889 -1.137 1.5 0.8 -0.7 -0.08
H 0.732 -2.420 1.599 -0.8 -3.0 0.2 0.03
H 0.712 -0.911 1.950 -0.5 2.4 2.3 0.02
H 1.622 -0.618 -0.539 -3.0 -0.3 1.1 0.16
H 0.528 -1.997 -0.727 0.1 0.4 0.7 0.11
H -1.305 -0.735 0.677 -0.1 0.2 -0.8 0.10
H -1.481 -0.450 -1.112 1.6 -0.2 0.8 0.13
H 0.237 1.244 0.825 2.5 0.5 1.2 0.08
H -1.376 1.498 0.542 0.0 0.7 -0.3 0.11
H 0.566 1.869 -1.581 -1.2 -0.3 1.1 0.11
```
Forces are in eV/Å.

This record from the Open Molecules 2025 dataset describes a structure of composition C3H4N5 in a non-equilibrium geometry. The level of theory is the ωB97M-V functional and the def2-TZVPD basis.

As for the total charge: +1. The energy relative to the best compared isomer or geometry (same formula, charge and spin) comes out at 712.9 kJ/mol. The lowest unoccupied orbital energy (alpha / beta) comes out at -7.0 / -7.0 eV.

```
12
Properties=species:S:1:pos:R:3:forces:R:3:lowdin_charge:R:1
C 0.718 0.587 -0.434 0.8 0.5 1.4 -0.16
C 1.414 0.095 0.734 -0.2 -0.7 -0.5 -0.01
C -0.805 0.759 -0.451 0.1 -2.2 0.8 -0.12
N 0.543 -0.834 -0.755 3.6 -0.6 -1.9 0.00
N -1.604 0.437 0.665 -2.5 -1.0 2.8 0.26
N 1.154 -1.152 0.471 0.7 -0.9 2.1 0.15
N -0.826 -0.691 -0.710 -3.3 -0.7 -2.8 0.03
N -1.497 -0.860 0.456 2.5 3.9 -1.7 0.20
H 1.315 1.324 -0.884 0.2 0.8 -2.0 0.15
H 2.161 0.637 1.265 0.3 -0.3 1.2 0.13
H -0.976 1.500 -1.162 -1.6 1.2 -0.9 0.16
H -1.597 -1.803 0.805 -0.8 0.0 1.4 0.22
```
Forces are in eV/Å.